ORCA calculation (ωB97M-V/def2-TZVPD) on a structure of composition C18H28F6KNO7S2.

Structure (ORCA input):
```
! wB97M-V def2-TZVPD RIJCOSX def2/J DEFGRID3
* xyz 0 1
K 0.717 0.113 0.010
C 0.154 -0.397 3.570
O 0.492 -1.262 2.499
C 1.737 -1.891 2.707
C 2.017 -2.862 1.583
O 2.157 -2.252 0.308
C 3.487 -2.080 -0.156
C 4.167 -0.852 0.397
O 3.464 0.296 -0.017
C 4.055 1.496 0.467
H 0.087 -0.957 4.509
H -0.814 0.039 3.337
H 0.887 0.408 3.669
H 1.720 -2.456 3.652
H 2.525 -1.132 2.795
H 1.186 -3.567 1.504
H 2.916 -3.441 1.825
H 3.426 -2.007 -1.243
H 4.087 -2.964 0.091
H 5.204 -0.816 0.029
H 4.228 -0.886 1.494
H 5.101 1.553 0.155
H 3.997 1.534 1.559
H 3.488 2.319 0.037
C -4.759 -0.128 -2.159
C -3.344 0.381 -1.889
C -3.345 1.441 -0.798
C -2.422 -0.775 -1.577
C -2.497 -1.478 -0.375
C -1.687 -2.580 -0.140
C -0.794 -3.038 -1.103
C -0.019 -4.309 -0.919
C -0.682 -2.304 -2.279
C -1.479 -1.195 -2.510
H -5.414 0.693 -2.455
H -5.183 -0.582 -1.260
H -4.782 -0.880 -2.949
H -2.967 0.845 -2.807
H -3.778 1.059 0.130
H -3.951 2.299 -1.094
H -2.344 1.808 -0.574
H -3.200 -1.164 0.387
H -1.760 -3.095 0.812
H -0.243 -5.020 -1.716
H -0.279 -4.795 0.023
H 1.057 -4.137 -0.923
H 0.024 -2.614 -3.041
H -1.369 -0.642 -3.435
F -1.103 3.230 3.574
C -1.379 3.329 2.268
F -2.086 4.434 2.057
F -2.109 2.267 1.919
S 0.213 3.388 1.337
O 0.764 2.042 1.451
O 0.946 4.464 1.916
N -0.346 3.645 -0.119
S 0.431 3.162 -1.406
O 1.792 3.611 -1.471
O 0.183 1.776 -1.744
C -0.480 4.076 -2.720
F -1.767 3.721 -2.736
F -0.398 5.391 -2.566
F 0.070 3.741 -3.891
*
```

Output
relative energy (zero: lowest compared OMol25 entry of this formula, charge and spin): 37.6 kJ/mol
LUMO energy: 0.03 eV